Run 1
Formula: C3H9BO2S
Source: the OMol25 dataset
Level of theory: ωB97M-V/def2-TZVPD

HOMO-LUMO gap (alpha / beta): 0.2861 / 0.2487 Eh
LUMO energy (alpha / beta): -0.022 / -0.046 Eh
multiplicity: 1

Each line ends with the natural charge from an NBO analysis.
Element x y z (Å)
B 1.331 1.391 1.167  1.129
C 0.483 -1.304 -0.819  -0.607
C -1.743 -0.569 -0.249  -0.619
C -0.680 -0.467 -1.301  -0.368
O 2.060 0.555 1.884  -0.922
O 0.822 2.518 1.602  -0.935
S 0.005 1.144 -1.749  -0.175
H 0.996 -0.602 -0.256  0.200
H 0.210 -2.118 -0.224  0.192
H 0.966 -1.813 -1.535  0.212
H -1.736 -1.497 0.336  0.212
H -2.645 -0.317 -0.666  0.214
H -1.536 0.302 0.443  0.201
H -1.005 -0.906 -2.301  0.220
H 1.969 0.533 2.782  0.506
H 0.504 3.150 0.887  0.541


Run 2
Formula: C3H9BO2S
Source: the OMol25 dataset
Level of theory: ωB97M-V/def2-TZVPD

HOMO-LUMO gap: 0.2749 Eh
LUMO energy: -0.016 Eh
multiplicity: 1

Each line ends with the natural charge from an NBO analysis.
Element x y z (Å)
B 2.218 -0.701 -0.760  1.206
C -2.104 1.228 -0.330  -0.633
C -1.004 -0.551 1.108  -0.630
C -0.777 0.545 0.062  -0.336
O 2.617 0.503 -0.311  -0.920
O 2.717 -1.940 -0.874  -0.920
S -0.285 -0.369 -1.479  -0.256
H -2.669 0.422 -0.752  0.207
H -2.594 1.644 0.534  0.212
H -2.031 1.884 -1.268  0.223
H -1.226 -0.160 2.199  0.194
H -0.099 -1.141 1.260  0.208
H -1.943 -1.253 0.924  0.219
H -0.015 1.379 0.460  0.217
H 3.574 0.628 -0.204  0.503
H 3.622 -2.119 -0.567  0.508


In order of decreasing stability: run 2, run 1.